[1]
Below is a molecular structure, C2H7N3O in a non-equilibrium geometry, with properties calculated with ωB97M-V/def2-TZVPD.

Computed properties:
Relative energy (zero: lowest compared OMol25 entry of this formula, charge and spin)   4.7978 eV
Frontier orbital gap   9.752 eV
Lowest unoccupied orbital energy   0.52 eV
HOMO energy   -9.2 eV

The geometry in ORCA input format:
```
! wB97M-V def2-TZVPD RIJCOSX def2/J DEFGRID3
* xyz 0 1
C -1.8424 0.5213 0.1207
C 0.5558 -0.0055 -0.1481
H -1.8696 -0.4038 -0.6555
H -2.7839 0.1931 1.0892
H -1.9192 1.6943 -0.3860
H -0.1304 1.2756 1.2384
H -0.3843 -0.4494 -1.7648
H 1.7163 -0.5109 1.5073
H 2.0723 -1.3271 -0.7072
N -0.4373 0.5780 0.5449
N 0.5901 -0.4867 -1.3688
N 1.7798 -0.0841 0.5954
O 2.6528 -0.9950 -0.0657
*
```

[2]
Below is a molecular structure, C44H36N6P2Ru in a non-equilibrium geometry, with properties calculated with ωB97M-V/def2-TZVPD.

Computed properties:
Frontier orbital gap (alpha / beta)   6.192 / 3.164 eV
Lowest unoccupied orbital energy (alpha / beta)   -12.45 / -15.46 eV
HOMO energy (alpha / beta)   -18.6 / -18.6 eV

The geometry in ORCA input format:
```
! wB97M-V def2-TZVPD RIJCOSX def2/J DEFGRID3
* xyz 4 5
Ru -0.4481 -0.1539 0.6825
C 0.8470 -5.3419 -1.1652
C 0.2862 -4.6355 -0.0662
N 0.7471 -3.4178 0.2188
C 1.7479 -2.8470 -0.5244
C 2.3481 -3.6243 -1.5067
N 1.8474 -4.7958 -1.9010
C 2.2650 -1.6350 -0.0600
C 3.4915 -1.1940 -0.5889
C 4.1445 -0.0005 -0.0467
C 3.4934 0.5973 1.0645
C 2.2644 0.1086 1.4926
N 1.5945 -0.9250 0.9163
C 1.4533 0.6550 2.5894
C 1.8987 1.5238 3.6796
N 1.0520 1.9297 4.6215
C -0.1767 1.3147 4.7088
C -0.6102 0.4464 3.7264
N 0.1684 0.1729 2.6423
C 5.2037 0.7853 -0.7506
C 5.8106 0.2226 -1.8914
C 6.8206 0.9384 -2.5226
N 7.3084 2.1286 -2.0380
C 6.7864 2.5961 -0.9287
C 5.7053 1.9665 -0.2599
H 0.3256 -6.1995 -1.4822
H -0.5448 -5.0188 0.5190
H 3.1524 -3.2565 -2.1669
H 4.0686 -1.7932 -1.2833
H 4.0270 1.3049 1.6704
H 2.9007 1.8570 3.6604
H -0.7912 1.6045 5.5436
H -1.5752 -0.0950 3.8397
H 5.5339 -0.7070 -2.3621
H 7.2895 0.6153 -3.4183
H 7.1624 3.6202 -0.5862
H 5.4137 2.4482 0.6604
C -3.1987 1.5289 -0.7117
C -3.7005 0.0785 -0.7198
P -2.2395 -1.0019 -0.3311
C -1.7310 -1.5347 -1.9170
C -1.2595 -0.5557 -2.7838
C -0.6773 -0.9405 -4.0333
C -0.4689 -2.3024 -4.2375
C -1.0035 -3.2859 -3.4082
C -1.6787 -2.8913 -2.2432
C -2.7085 -2.4374 0.6633
C -1.7527 -3.0042 1.5205
C -1.9816 -4.2299 2.0815
C -3.1047 -4.9669 1.7243
C -4.1515 -4.3247 1.1060
C -3.9879 -3.0234 0.6537
P -1.5544 1.6156 0.0999
C -2.0997 2.3738 1.6457
C -1.5042 3.4669 2.2021
C -2.0768 4.1854 3.2225
C -3.2856 3.6828 3.7667
C -3.7871 2.5360 3.3401
C -3.1974 1.7699 2.2915
C -0.6949 2.8911 -0.8843
C -1.3493 4.1240 -0.9689
C -0.9245 5.0522 -1.9828
C 0.0588 4.7240 -2.8120
C 0.7346 3.4821 -2.7570
C 0.3925 2.5711 -1.7679
H -3.9433 2.2449 -0.2265
H -3.0219 1.9050 -1.7210
H -4.1291 -0.2064 -1.6827
H -4.3591 -0.2035 0.0771
H -1.4431 0.4618 -2.5083
H -0.3799 -0.2114 -4.7406
H 0.0654 -2.6741 -5.1721
H -0.8325 -4.3459 -3.6539
H -1.9769 -3.7242 -1.5727
H -0.7615 -2.5450 1.6719
H -1.1698 -4.6767 2.6719
H -3.1439 -6.0473 1.8504
H -5.0346 -4.8769 0.8364
H -4.8765 -2.4904 0.3151
H -0.5892 3.8287 1.6541
H -1.5779 5.0816 3.6487
H -3.8165 4.3114 4.5172
H -4.6548 2.0823 3.8455
H -3.5790 0.7767 2.0252
H -2.1407 4.3908 -0.2653
H -1.5024 6.0380 -2.0345
H 0.2860 5.2793 -3.7154
H 1.5890 3.2014 -3.4367
H 0.9127 1.6211 -1.8296
*
```

[3]
Below is 2 unconnected molecules or ions with the total composition C3H6F2N in a non-equilibrium geometry, with properties calculated with ωB97M-V/def2-TZVPD.

Computed properties:
Relative energy (zero: lowest compared OMol25 entry of this formula, charge and spin)   1.7162 eV
Frontier orbital gap   11.225 eV
Lowest unoccupied orbital energy   -4.25 eV
HOMO energy   -15.5 eV

The geometry in ORCA input format:
```
! wB97M-V def2-TZVPD RIJCOSX def2/J DEFGRID3
* xyz 1 1
C -0.0207 0.1482 -0.6050
C -0.9651 -0.9225 0.1753
C -0.8808 0.5608 0.5745
N 1.4033 0.1062 -0.3285
F -1.9578 -1.2655 -0.6296
F -1.8250 1.5352 0.5051
H -0.4101 0.3313 -1.6491
H -0.6621 -1.7339 0.8111
H 0.0958 0.7773 1.7286
H 1.5804 0.0106 0.7079
H 1.7866 1.0948 -0.4532
H 1.8555 -0.6425 -0.8371
*
```

[4]
Below is a molecular structure, C6H15FN3O3Pt in a non-equilibrium geometry, with properties calculated with ωB97M-V/def2-TZVPD.

Computed properties:
Relative energy (zero: lowest compared OMol25 entry of this formula, charge and spin)   0.0000 eV
Frontier orbital gap (alpha / beta)   6.725 / 7.736 eV
Lowest unoccupied orbital energy (alpha / beta)   0.55 / -1.50 eV
HOMO energy (alpha / beta)   -6.2 / -9.2 eV

The geometry in ORCA input format:
```
! wB97M-V def2-TZVPD RIJCOSX def2/J DEFGRID3
* xyz 0 4
Pt 13.6156 0.8258 10.9146
F 12.3068 2.5461 11.3450
O 15.4426 2.2641 10.8156
C 15.5386 3.4525 10.5013
N 14.4951 4.2530 10.7063
C 16.9678 3.9243 10.0429
H 13.6520 3.8654 11.1049
H 14.5952 5.2556 10.6372
H 16.9756 4.9432 10.4301
H 17.0700 3.8203 8.9627
H 17.6268 3.2768 10.6214
O 11.8909 -0.4839 10.1809
C 10.7372 -0.1616 9.8788
N 10.2643 1.1139 9.9020
C 9.8871 -1.2855 9.3508
H 9.3162 1.2706 9.5911
H 10.8403 1.8207 10.3364
H 10.2543 -1.7466 8.4339
H 8.8311 -1.0344 9.2522
H 9.9707 -2.0615 10.1117
O 8.9533 1.4896 15.1977
C 9.6274 1.3101 14.1721
N 10.3696 2.3126 13.7519
C 9.4763 0.0933 13.2513
H 10.5084 3.0027 14.4762
H 11.0200 2.1607 12.9943
H 8.7706 0.1944 12.4268
H 9.1925 -0.8229 13.7691
H 10.4311 -0.1795 12.8017
*
```